Entry from the OMol25 dataset: C52H46F3N13O4Pb as an isolated structure (the ωB97M-V functional and the def2-TZVPD basis).

Geometry as XYZ:
```
119
Properties=species:S:1:pos:R:3:lowdin_charge:R:1
Pb -1.4992 -1.2035 -0.1421 1.361
C -0.7228 -0.2997 4.7386 -0.075
C -1.4165 0.8922 4.9300 -0.069
C -2.4854 1.1841 4.1067 -0.014
C -2.8274 0.2619 3.1087 -0.236
N -2.1770 -0.8775 2.9227 0.075
C -1.1554 -1.1491 3.7346 -0.144
C -3.9381 0.5364 2.1447 -0.223
C -4.8598 1.5685 2.3080 -0.014
C -5.8122 1.7677 1.3321 -0.039
C -5.8248 0.9378 0.2243 0.007
C -4.8886 -0.0818 0.1348 -0.211
N -3.9549 -0.2430 1.0688 0.115
C -4.9102 -1.0785 -0.9632 -0.220
C -5.7483 -1.0169 -2.0696 -0.001
C -5.6230 -2.0013 -3.0383 -0.047
C -4.7085 -3.0254 -2.8770 -0.032
C -3.9340 -3.0348 -1.7315 -0.129
N -4.0123 -2.0638 -0.8391 0.036
H 0.1577 -0.5409 5.3337 0.110
H -1.0727 1.6087 5.6641 0.111
H -2.9813 2.1367 4.1836 0.102
H -0.6270 -2.0766 3.5208 0.110
H -4.8436 2.2010 3.1826 0.106
H -6.5029 2.5945 1.4035 0.113
H -6.5446 1.1005 -0.5632 0.106
H -6.4578 -0.2085 -2.2105 0.107
H -6.2287 -1.9531 -3.9285 0.108
H -4.5800 -3.7876 -3.6220 0.110
H -3.1611 -3.7718 -1.5759 0.101
C 4.4314 -1.9037 0.5635 -0.076
N 3.1840 -1.4982 -0.0719 -0.113
C 1.9363 -1.6119 0.3773 -0.185
N 1.1001 -1.1077 -0.5089 -0.023
C 1.9216 -0.6545 -1.5052 -0.188
N 3.1925 -0.8903 -1.3105 0.143
C 5.5612 -0.9349 0.3316 -0.196
C 6.8146 -1.4123 -0.0569 -0.028
C 7.8510 -0.5442 -0.3668 -0.063
C 7.6560 0.8228 -0.3212 -0.017
C 6.4077 1.3115 0.0607 -0.134
C 5.3753 0.4327 0.3674 0.024
C 6.1775 2.7524 0.1491 -0.269
N 7.0452 3.6832 -0.1027 0.124
N 6.3621 4.9186 0.0992 0.129
C 5.1564 4.5913 0.4473 -0.302
O 4.9354 3.2443 0.5114 0.121
C 4.0492 5.4889 0.6870 -0.128
C 4.1185 6.8494 0.3635 -0.015
C 3.0029 7.6369 0.5207 -0.066
C 1.8069 7.0969 0.9847 -0.027
C 1.7255 5.7489 1.3186 -0.186
C 0.4392 5.1394 1.8041 -0.070
N 0.4582 3.6838 1.6337 -0.141
C 0.6883 2.9646 0.5293 -0.177
N 0.8709 1.7063 0.8393 0.114
C 0.7590 1.7088 2.1800 -0.226
N 0.4763 2.8820 2.7270 0.132
C 2.8597 4.9525 1.1859 0.037
H 4.7307 -2.8706 0.1421 0.124
H 4.2037 -2.0868 1.6184 0.137
H 1.6471 -2.1001 1.3056 0.127
H 1.5652 -0.1915 -2.4083 0.114
H 6.9621 -2.4709 -0.1993 0.110
H 8.8310 -0.9157 -0.6640 0.111
H 8.4441 1.5387 -0.5311 0.116
H 4.4041 0.8290 0.5800 0.116
H 5.0285 7.2317 -0.0646 0.114
H 3.0692 8.6759 0.2465 0.106
H 0.9305 7.7397 1.0356 0.117
H -0.4083 5.5750 1.2881 0.112
H 0.3122 5.3420 2.8669 0.134
H 0.7299 3.3813 -0.4619 0.154
H 0.8276 0.8462 2.8071 0.088
H 2.8427 3.9116 1.4578 0.115
F 0.8301 -3.5737 -4.7589 0.116
C -0.1560 -2.6872 -4.4462 -0.476
F 0.4473 -1.4612 -4.4995 0.104
F -1.0082 -2.6771 -5.5131 0.116
C -0.8819 -3.0796 -3.1193 -0.569
O -1.3681 -4.2064 -3.1307 0.044
O -0.8804 -2.2258 -2.1818 -0.224
C -2.9538 4.7474 -0.4290 -0.091
C -2.5755 3.7986 0.5560 -0.106
C -2.2511 2.5196 0.1901 -0.093
C -2.2691 2.0582 -1.1417 -0.208
C -1.9423 0.7217 -1.5395 -0.213
C -1.9601 0.4289 -2.8874 -0.129
C -2.3278 1.3912 -3.8699 -0.065
C -2.6452 2.6565 -3.4806 -0.053
C -2.6461 3.0152 -2.1172 -0.178
C -2.9461 4.3476 -1.7324 -0.046
H -3.2002 5.7613 -0.1585 0.094
H -2.5112 4.0982 1.6120 0.107
H -1.9215 1.8553 0.9782 0.083
H -1.6832 -0.5594 -3.2272 0.057
H -2.3360 1.1281 -4.9177 0.101
H -2.9160 3.4289 -4.1714 0.100
H -3.1938 5.0462 -2.5275 0.108
C 0.0375 -6.4513 -1.6018 -0.063
N 0.6128 -5.4527 -0.7213 -0.110
C 1.7250 -4.6770 -1.2394 -0.017
C 0.0326 -5.0809 0.4419 -0.508
O 0.3631 -4.0700 1.0636 -0.009
N -0.9755 -5.9263 0.9276 -0.158
C -0.5375 -7.2769 1.2526 -0.067
C -1.7184 -5.3475 2.0352 -0.074
H 0.0448 -6.0726 -2.6153 0.075
H -0.9984 -6.6482 -1.3255 0.094
H 0.5836 -7.4054 -1.5686 0.085
H 2.5065 -5.3581 -1.6335 0.104
H 2.1410 -4.0918 -0.4252 0.064
H 1.4197 -3.9893 -2.0358 0.084
H 0.0464 -7.7439 0.4505 0.072
H -1.4184 -7.8878 1.4262 0.088
H 0.0793 -7.2826 2.1585 0.095
H -2.1247 -4.3849 1.7621 0.077
H -1.1137 -5.2448 2.9474 0.090
H -2.5530 -6.0102 2.2761 0.088
```

Computed properties:
HOMO energy: -7.561 eV
frontier orbital gap: 7.5 eV
ΔE to the lowest compared entry with this formula, charge and spin: 0.0 kcal per mole

Entry from the OMol25 dataset: C52H46N6STc as an isolated structure (the ωB97M-V functional and the def2-TZVPD basis).

Geometry as XYZ:
```
106
Properties=species:S:1:pos:R:3:lowdin_charge:R:1
Tc 0.8045 -0.1677 0.0017 1.322
N -0.8789 0.6923 1.0443 0.042
C -1.2796 1.9671 0.4827 -0.206
C -2.4419 2.5792 0.8493 -0.002
C -2.8173 3.8086 0.2701 -0.047
C -2.0216 4.3966 -0.6693 -0.011
C -0.8177 3.7751 -1.0771 -0.144
C 0.0259 4.3171 -2.0751 0.013
C 1.1407 3.6314 -2.4517 -0.016
C 1.4317 2.4034 -1.8250 -0.096
N 0.6991 1.8842 -0.8693 0.013
C -0.4403 2.5498 -0.4944 -0.172
H -1.6596 0.0344 1.0347 0.065
H -0.6164 0.8094 2.0257 0.094
H -3.0853 2.1096 1.5837 0.121
H -3.7435 4.2769 0.5736 0.117
H -2.3031 5.3384 -1.1230 0.123
H -0.2361 5.2606 -2.5375 0.128
H 1.8000 3.9983 -3.2254 0.116
H 2.2910 1.8265 -2.1386 0.091
C 0.8948 -1.4751 4.1122 -0.042
C 0.7729 0.0205 4.0038 -0.210
C 0.0639 0.7000 4.9938 -0.036
C -0.0366 2.0791 4.9966 -0.061
C 0.6023 2.8134 4.0105 -0.040
C 1.3091 2.1830 2.9937 -0.213
C 2.0389 3.0318 1.9841 -0.022
C 1.3644 0.7799 2.9871 -0.224
N 1.9401 0.1511 1.8279 0.001
C 3.0921 -0.4317 1.8783 -0.283
C 3.9689 -0.5071 3.0847 0.019
C 3.5722 -0.9331 0.5845 -0.316
C 4.9311 -1.5430 0.4851 0.010
N 2.7686 -0.7380 -0.4131 -0.013
C 3.3290 -0.8215 -1.7438 -0.200
C 4.2057 0.2048 -2.1250 -0.234
C 4.6091 1.3355 -1.2103 -0.038
C 4.7605 0.1617 -3.4004 -0.040
C 4.4775 -0.8817 -4.2636 -0.062
C 3.6242 -1.8927 -3.8573 -0.042
C 3.0262 -1.8828 -2.6007 -0.215
C 2.1180 -3.0080 -2.2069 -0.043
H -0.0697 -1.9222 4.3518 0.087
H 1.5808 -1.7213 4.9265 0.099
H 1.2593 -1.9488 3.2054 -0.012
H -0.4089 0.1206 5.7779 0.122
H -0.5966 2.5821 5.7737 0.110
H 0.5625 3.8962 4.0254 0.121
H 1.3569 3.7095 1.4673 0.082
H 2.5576 2.4393 1.2357 0.047
H 2.7762 3.6498 2.4996 0.095
H 3.5379 0.0298 3.9251 0.091
H 4.9506 -0.0844 2.8650 0.096
H 4.1215 -1.5488 3.3744 0.106
H 4.9716 -2.3950 1.1670 0.101
H 5.7149 -0.8458 0.7867 0.093
H 5.1409 -1.8961 -0.5203 0.096
H 4.7303 2.2570 -1.7807 0.088
H 5.5727 1.1262 -0.7400 0.090
H 3.8858 1.5231 -0.4178 0.054
H 5.4361 0.9522 -3.7047 0.118
H 4.9278 -0.9112 -5.2472 0.111
H 3.4039 -2.7163 -4.5250 0.118
H 1.9683 -3.6799 -3.0504 0.086
H 1.1460 -2.6441 -1.8739 0.048
H 2.5349 -3.5749 -1.3747 0.048
N -8.0930 -2.8282 4.8256 0.173
C -7.0465 -2.7381 4.3610 -0.174
C -5.7391 -2.6197 3.7738 -0.219
C -5.0655 -3.7585 3.3373 -0.005
C -3.8083 -3.6402 2.7748 0.002
C -3.2161 -2.3826 2.6345 -0.231
C -3.9012 -1.2465 3.0760 -0.043
C -5.1537 -1.3614 3.6471 -0.017
C -1.9225 -2.2573 2.0364 0.007
C -0.8238 -2.1621 1.5378 -0.185
H -5.5294 -4.7290 3.4453 0.127
H -3.2738 -4.5174 2.4375 0.128
H -3.4381 -0.2725 2.9778 0.109
H -5.6846 -0.4862 3.9955 0.125
S 1.4933 -3.2758 1.1933 0.708
C 0.4469 -2.0339 0.9071 -0.788
N -0.2308 -0.5060 -1.4490 -0.020
C -1.1855 -0.5283 -2.2784 -0.252
C -2.5442 -0.1799 -1.7630 -0.188
C -3.2374 0.9068 -2.2893 -0.027
C -4.4645 1.2699 -1.7557 -0.070
C -5.0111 0.5444 -0.7041 -0.069
C -4.3317 -0.5524 -0.1910 -0.062
C -3.1001 -0.9161 -0.7209 -0.037
C -0.9822 -0.8213 -3.7155 -0.169
C 0.2400 -0.5375 -4.3210 -0.031
C 0.4314 -0.8093 -5.6645 -0.068
C -0.5967 -1.3656 -6.4154 -0.071
C -1.8183 -1.6430 -5.8190 -0.064
C -2.0154 -1.3660 -4.4747 -0.020
H -2.8116 1.4668 -3.1139 0.127
H -4.9991 2.1174 -2.1647 0.111
H -5.9747 0.8232 -0.2975 0.110
H -4.7659 -1.1367 0.6112 0.097
H -2.5720 -1.7814 -0.3392 0.104
H 1.0346 -0.0927 -3.7351 0.098
H 1.3828 -0.5814 -6.1277 0.106
H -0.4476 -1.5761 -7.4662 0.108
H -2.6213 -2.0748 -6.4012 0.109
H -2.9694 -1.5851 -4.0119 0.121
```

Computed properties:
total charge: +1
HOMO energy: -9.821 eV
frontier orbital gap: 6.4 eV
ΔE to the lowest compared entry with this formula, charge and spin: 0.0 kcal per mole

Entry from the OMol25 dataset: C52H47Br4CeF2N4OP as an isolated structure (the ωB97M-V functional and the def2-TZVPD basis).

Geometry as XYZ:
```
112
Properties=species:S:1:pos:R:3:lowdin_charge:R:1
Ce 0.3965 1.0007 -0.5001 0.929
F 4.5630 1.6627 3.3171 0.044
C 4.0677 2.0889 2.1243 -0.249
C 2.7770 1.7221 1.8213 -0.064
C 2.3529 2.1461 0.5901 -0.224
C 2.8653 3.2256 -0.1505 -0.163
C 4.1744 3.5419 0.2439 -0.224
F 4.8617 4.3177 -0.5972 0.051
C 4.8594 2.9921 1.3469 0.083
C 2.1556 3.8683 -1.2457 -0.210
C 2.6598 4.8652 -2.1025 0.001
C 1.8260 5.4689 -3.0235 -0.038
C 0.5194 4.9726 -3.1772 -0.060
C 0.0634 3.9991 -2.3378 -0.104
N 0.8943 3.4036 -1.4148 0.028
H 2.2417 1.0925 2.5677 0.104
H 5.9546 3.0761 1.5290 0.135
H 3.7596 5.1410 -2.1116 0.133
H 2.2271 6.2543 -3.6354 0.107
H -0.0516 5.4136 -3.9454 0.094
H -1.0358 3.6966 -2.3401 0.112
C 1.9398 -3.9358 -2.2004 -0.030
C 0.6996 -3.4914 -2.9547 -0.310
C -0.0092 -4.3542 -3.8377 -0.016
C -1.0163 -3.8631 -4.6724 -0.017
C -1.3669 -2.4784 -4.6006 -0.213
C -2.3603 -1.9113 -5.3594 -0.652
Br -3.5022 -2.9084 -6.5068 0.755
C -2.6197 -0.5584 -5.3322 -0.188
C -1.8455 0.2806 -4.5098 -0.584
Br -1.8807 2.1361 -4.7754 0.797
C -0.9441 -0.3052 -3.4930 -0.321
O -0.4700 0.3849 -2.5204 -0.294
C -0.7000 -1.7545 -3.5484 -0.141
N 0.3069 -2.2224 -2.8193 0.161
H 1.7704 -4.8922 -1.7195 0.070
H 2.1417 -3.2241 -1.4281 0.050
H 2.8078 -4.0796 -2.8697 0.090
H 0.2662 -5.4176 -3.8070 0.112
H -1.3716 -4.3579 -5.6019 0.087
H -3.3971 -0.1987 -5.9872 0.086
Br 3.1790 1.6479 -5.2457 0.636
C 3.9956 1.0348 -3.6285 -0.973
Br 2.8773 0.3330 -2.1722 0.828
H 4.6550 1.8094 -3.2251 0.014
H 4.5923 0.1960 -3.9515 -0.012
N 0.6248 -0.6345 1.0572 -0.347
P 0.9160 -1.5365 2.2815 0.753
C 0.0825 -3.0903 2.0358 -0.293
C -0.2809 -3.5604 0.7532 -0.048
C -0.7669 -4.8750 0.6352 -0.060
C -0.8452 -5.6482 1.8086 -0.091
C -0.6125 -5.1075 3.0475 -0.093
C -0.1180 -3.8244 3.1528 -0.134
C 0.4616 -0.8538 3.9337 -0.261
C 1.4286 -0.2534 4.8264 -0.092
C 1.0498 0.4369 5.9607 -0.069
C -0.3158 0.3890 6.3385 -0.068
C -1.1431 -0.4867 5.6332 -0.068
C -0.8548 -1.0203 4.3294 -0.074
C 2.6616 -1.8699 2.4366 -0.281
C 3.5358 -1.5102 1.3824 -0.060
C 4.9478 -1.6491 1.5517 -0.040
C 5.4772 -2.3359 2.6957 -0.067
C 4.6005 -2.7034 3.7198 -0.085
C 3.2107 -2.4280 3.6186 -0.092
H -0.1056 -3.0286 -0.1763 0.082
H -1.0156 -5.1949 -0.3813 0.106
H -1.2738 -6.6535 1.7568 0.105
H -0.6465 -5.6729 4.0535 0.138
H 0.2132 -3.5525 4.1604 0.111
H 2.5003 -0.4033 4.7471 0.091
H 1.7252 0.7691 6.7266 0.101
H -0.7753 0.8613 7.1846 0.096
H -2.1222 -0.6969 6.0370 0.095
H -1.6012 -1.4029 3.6724 0.104
H 3.1705 -1.0538 0.4918 0.043
H 5.6524 -1.4642 0.7842 0.082
H 6.5085 -2.5573 2.8212 0.087
H 4.9596 -3.1241 4.6514 0.097
H 2.5868 -2.6472 4.5793 0.136
C -4.2735 -2.2596 -1.2604 -0.039
C -4.0303 -0.7016 -1.2052 -0.219
C -4.8680 0.1664 -1.9634 -0.053
C -4.8116 1.5288 -1.9498 -0.290
C -5.8189 2.3380 -2.7367 -0.046
C -3.7380 2.1021 -1.2016 0.025
C -2.7905 1.2897 -0.4392 -0.299
C -2.9863 -0.1395 -0.4400 0.002
N -1.7129 1.9053 0.1879 -0.120
C -1.9420 2.6724 1.3975 -0.625
C -2.6706 4.0317 1.1612 -0.036
C -0.5935 2.9547 2.0351 -0.052
C -2.7364 1.8720 2.4081 -0.044
H -4.0920 -2.6398 -2.2396 0.044
H -5.3399 -2.4388 -0.9982 0.077
H -3.6019 -2.8895 -0.5837 0.084
H -5.7029 -0.3251 -2.5073 0.123
H -5.3741 2.6915 -3.6769 0.076
H -6.0865 3.1865 -2.0949 0.080
H -6.6925 1.7422 -2.9326 0.065
H -3.5429 3.2021 -1.2531 0.112
H -2.3411 -0.8007 0.1772 0.109
H -2.1780 4.6402 0.4174 0.070
H -2.6594 4.5900 2.0933 0.081
H -3.6868 3.9368 0.7826 0.064
H 0.0482 3.6163 1.4215 0.088
H 0.0424 2.0598 2.0563 0.046
H -0.5179 3.3584 3.0240 0.088
H -3.7590 1.8078 1.9916 0.086
H -2.7657 2.2724 3.4499 0.100
H -2.4932 0.7936 2.3801 0.077
```

Computed properties:
HOMO energy (spin up / spin down): -7.082 / -7.082 eV
frontier orbital gap (spin up / spin down): 6.5 / 6.5 eV
ΔE to the lowest compared entry with this formula, charge and spin: 43.3 kcal per mole

Entry from the OMol25 dataset: C52H47FN5O6PTa as an isolated structure (the ωB97M-V functional and the def2-TZVPD basis).

Geometry as XYZ:
```
113
Properties=species:S:1:pos:R:3:lowdin_charge:R:1
Ta -3.1443 -0.9815 -0.5078 1.887
C -6.1014 -0.3656 -1.2645 -0.005
O -5.1039 -0.2441 -0.2656 -0.271
C -5.5343 -0.1275 1.0269 -0.207
C -6.7625 0.4346 1.3970 0.027
C -7.0983 0.5634 2.7463 -0.020
C -6.2057 0.1444 3.7285 -0.030
C -4.9775 -0.4077 3.3587 0.029
C -4.6274 -0.5637 2.0053 -0.156
N -3.3865 -1.1016 1.5978 -0.162
N -3.0704 -2.0901 2.2993 0.194
C -1.8040 -2.6199 1.9151 -0.105
C -1.5585 -3.0271 0.5635 -0.366
O -2.4069 -2.9226 -0.3877 -0.099
C -0.2831 -3.5732 0.3255 0.021
C 0.6882 -3.7334 1.3185 0.011
C 0.4307 -3.3496 2.6330 -0.172
C 1.4044 -3.5232 3.6337 0.004
C 1.1538 -3.1477 4.9524 -0.038
C -0.0743 -2.5925 5.2858 -0.020
C -1.0464 -2.4161 4.2976 -0.090
C -0.8243 -2.7874 2.9500 -0.123
H -6.8606 -1.1074 -0.9948 0.132
H -6.5623 0.6066 -1.4679 0.124
H -5.6167 -0.7006 -2.1865 0.101
H -7.4605 0.7947 0.6498 0.127
H -8.0519 1.0003 3.0282 0.130
H -6.4568 0.2476 4.7798 0.126
H -4.2781 -0.7253 4.1266 0.118
H -0.0463 -3.8918 -0.6897 0.143
H 1.6422 -4.1686 1.0379 0.136
H 2.3686 -3.9583 3.3827 0.121
H 1.9153 -3.2894 5.7127 0.119
H -0.2840 -2.2947 6.3082 0.127
H -2.0015 -1.9787 4.5790 0.133
F 3.3744 -1.2278 1.5877 0.067
C 2.9757 -1.2380 0.3052 -0.163
C 1.6062 -1.1527 0.0751 0.075
C 1.1239 -1.1022 -1.2334 -0.082
C -0.3482 -1.0683 -1.4697 -0.228
O -1.0644 -0.9815 -0.4785 -0.184
C -0.8050 -1.1741 -2.8778 -0.026
C 0.1449 -1.1110 -3.8292 -0.013
N 1.5063 -0.9874 -3.6325 -0.040
C 2.3737 -0.9390 -4.8219 -0.189
C 2.1478 0.0686 -5.9242 -0.027
C 3.3536 0.1888 -5.0480 -0.095
C 2.0152 -1.1088 -2.3150 -0.153
C 3.3922 -1.2433 -2.0451 0.081
C 3.9219 -1.2944 -0.7400 -0.127
N 5.3081 -1.4452 -0.5540 -0.064
C 6.2098 -0.6170 -1.3848 -0.101
C 6.5231 0.7138 -0.6709 -0.069
N 7.0681 0.4515 0.7174 0.067
C 6.1509 -0.4255 1.5507 -0.071
C 5.8440 -1.7339 0.7925 -0.103
C -2.2508 -1.3776 -3.3365 -0.523
O -2.3704 -1.9086 -4.4854 0.087
O -3.1736 -0.9815 -2.5788 -0.115
H 0.9179 -1.1311 0.9164 0.140
H -0.1416 -1.1762 -4.8779 0.175
H 2.6704 -1.9353 -5.1420 0.171
H 1.3530 0.7961 -5.7992 0.112
H 2.2788 -0.2689 -6.9453 0.134
H 3.3662 1.0094 -4.3409 0.113
H 4.3152 -0.0552 -5.4807 0.131
H 4.0564 -1.3684 -2.8939 0.128
H 5.8274 -0.4091 -2.3876 0.124
H 7.1445 -1.1742 -1.5298 0.142
H 5.6278 1.3310 -0.5466 0.138
H 7.2905 1.2803 -1.2062 0.145
H 7.2089 1.3461 1.2017 0.192
H 7.9867 -0.0015 0.6420 0.190
H 5.2582 0.1739 1.7478 0.131
H 6.6760 -0.6206 2.4898 0.146
H 5.2011 -2.4043 1.3716 0.139
H 6.7843 -2.2870 0.6652 0.140
O -3.1443 1.1283 -0.5078 -0.384
P -1.8852 1.9130 -0.1756 0.887
C -2.1902 3.6884 -0.2733 -0.277
C -1.2327 4.5959 -0.7494 -0.066
C -1.5120 5.9634 -0.7917 -0.050
C -2.7487 6.4388 -0.3599 -0.042
C -3.7102 5.5487 0.1124 -0.048
C -3.4330 4.1822 0.1545 -0.064
C -0.5553 1.5105 -1.3264 -0.281
C -0.8774 1.2835 -2.6741 -0.048
C 0.1179 0.9842 -3.6045 -0.055
C 1.4480 0.9060 -3.1987 -0.109
C 1.7829 1.1247 -1.8637 -0.056
C 0.7877 1.4254 -0.9314 -0.063
C -1.3141 1.5338 1.4932 -0.227
C -0.7499 2.5003 2.3385 -0.037
C -0.3093 2.1529 3.6172 -0.037
C -0.4271 0.8385 4.0650 -0.008
C -0.9884 -0.1310 3.2374 -0.025
C -1.4299 0.2147 1.9602 -0.131
H -0.2616 4.2506 -1.0948 0.107
H -0.7649 6.6589 -1.1663 0.118
H -2.9655 7.5034 -0.3966 0.123
H -4.6780 5.9164 0.4439 0.119
H -4.1915 3.4897 0.5175 0.109
H -1.9169 1.3358 -2.9954 0.140
H -0.1465 0.8078 -4.6441 0.140
H 2.2236 0.6688 -3.9225 0.039
H 2.8209 1.0568 -1.5473 0.124
H 1.0750 1.5887 0.1042 0.127
H -0.6493 3.5331 2.0146 0.117
H 0.1230 2.9100 4.2670 0.121
H -0.0866 0.5706 5.0619 0.122
H -1.0872 -1.1557 3.5868 -0.006
H -1.8752 -0.5459 1.3200 0.006
H -2.0681 0.0947 0.5684 0.079
```

Computed properties:
total charge: +3
HOMO energy: -14.457 eV
frontier orbital gap: 6.0 eV